(1)
19
Properties=species:S:1:pos:R:3 method="wB97M-V/def2-TZVPD" e_above_lowest_kj_mol=761.9 lumo_ev=-3.68 homo_energy_ev=-8.69 gap_ev=5.017 energy_ha=-398.26398
O 0.302 -1.826 -1.476
C -0.101 0.807 -0.629
N -1.308 1.206 -0.166
C -2.136 0.163 0.299
N -1.459 -0.858 1.136
C 1.071 0.789 0.457
C 2.162 0.018 -0.145
N 1.078 1.417 1.561
H -0.082 -0.251 -1.041
H -2.683 -0.314 -0.527
H -2.868 0.620 0.977
H -1.054 -1.585 0.556
H -0.780 -0.312 1.643
H 0.305 1.483 -1.391
H 1.697 -0.504 -0.954
H 2.790 -0.522 0.558
H 2.934 0.553 -0.718
H 0.147 1.823 1.553
H -0.014 -2.709 -1.692

(2)
38
Properties=species:S:1:pos:R:3 method="wB97M-V/def2-TZVPD" charge=+3 e_above_lowest_kj_mol=2.5 lumo_ev="-14.32 / -14.32" homo_energy_ev="-17.77 / -17.77" gap_ev="3.457 / 3.456" energy_ha=-1289.48356
Au -0.416 0.103 0.162
C -1.820 -2.469 0.887
O -2.039 -1.165 0.263
C -2.716 -1.233 -1.032
C -2.947 0.165 -1.488
O -1.649 0.754 -1.651
C -1.646 2.123 -2.130
H -2.797 -2.932 1.028
H -1.357 -2.299 1.854
H -1.195 -3.102 0.260
H -3.670 -1.746 -0.897
H -2.106 -1.800 -1.738
H -3.547 0.737 -0.775
H -3.477 0.153 -2.444
H -2.139 2.155 -3.102
H -0.611 2.427 -2.244
H -2.182 2.784 -1.448
C 2.937 3.431 -0.255
O 2.058 3.266 0.913
C 1.192 2.336 0.966
O 1.029 1.492 0.011
N 0.470 2.309 2.086
N -0.526 1.341 2.231
H 3.611 4.235 0.016
H 2.347 3.710 -1.123
H 3.485 2.513 -0.443
H 0.648 2.994 2.816
H -1.437 1.778 2.367
H -0.332 0.747 3.039
N 2.773 -1.876 -0.755
C 1.932 -2.245 0.181
O 0.812 -1.698 0.408
C 2.308 -3.425 1.037
I 1.539 -5.211 0.168
H 2.575 -1.100 -1.370
H 3.635 -2.381 -0.916
H 1.872 -3.332 2.024
H 3.388 -3.536 1.096

(3)
17
Properties=species:S:1:pos:R:3 method="wB97M-V/def2-TZVPD" charge=-1 e_above_lowest_kj_mol=364.7 lumo_ev=4.01 homo_energy_ev=-2.03 gap_ev=6.041 energy_ha=-326.34640
C 2.278 1.466 0.225
C 0.260 -0.378 -0.162
C 0.033 -1.810 -0.087
C -2.024 0.440 0.497
C -0.753 0.687 -0.346
N 1.588 0.096 -0.011
O 2.426 -0.867 0.013
H 1.521 2.201 -0.232
H 3.256 1.523 -0.287
H -0.594 -2.169 -0.932
H -0.511 -2.325 0.800
H 0.957 -2.212 -0.307
H -3.042 0.990 0.229
H -1.863 0.702 1.513
H -2.391 -0.674 0.433
H -0.245 1.489 0.094
H -0.897 0.841 -1.441

(4)
9
Properties=species:S:1:pos:R:3 method="wB97M-V/def2-TZVPD" e_above_lowest_kj_mol=140.5 lumo_ev=0.44 homo_energy_ev=-9.12 gap_ev=9.560 energy_ha=-874.50224
C 1.125 -0.475 -0.643
C 0.128 -0.639 0.192
C -1.016 0.989 0.331
Cl 2.274 -1.683 -0.954
I -0.259 -2.243 1.479
H 1.205 0.396 -1.419
H -0.367 1.572 -0.291
H -1.071 1.327 1.389
H -2.019 0.756 -0.084

(5)
15
Properties=species:S:1:pos:R:3 method="wB97M-V/def2-TZVPD" e_above_lowest_kj_mol=558.3 lumo_ev=0.71 homo_energy_ev=-8.93 gap_ev=9.636 energy_ha=-433.11012
C 0.500 0.758 -0.088
C -0.597 0.356 0.992
C -2.056 -0.441 -0.653
H 1.536 -0.915 1.414
H 0.918 -1.814 0.024
H 2.151 0.187 -1.152
H 1.155 2.083 -1.216
H -0.234 -0.729 1.331
H -0.794 1.266 1.642
H -3.104 -0.721 -0.981
N 1.635 -1.335 0.200
N 1.542 0.009 -0.357
N 0.305 1.929 -0.602
O -1.978 0.237 0.530
O -0.979 -0.871 -1.082

(6)
23
Properties=species:S:1:pos:R:3 method="wB97M-V/def2-TZVPD" e_above_lowest_kj_mol=212.6 lumo_ev=0.89 homo_energy_ev=-7.51 gap_ev=8.406 energy_ha=-388.36097
C -0.813 0.202 -1.055
C -0.363 -2.356 -0.287
C -2.168 0.847 -0.983
C 0.101 1.891 0.564
C 2.380 0.067 1.005
C -0.401 -0.987 0.365
C 0.314 0.724 -0.347
C 1.387 -0.156 -0.096
O -0.841 -0.798 1.484
H -0.608 -0.387 -1.942
H 1.681 -0.839 -0.882
H -1.393 -2.688 -0.427
H 0.129 -3.046 0.400
H 0.143 -2.372 -1.247
H -2.903 0.237 -1.509
H -2.185 1.854 -1.413
H -2.499 0.932 0.056
H -0.512 2.653 0.086
H 1.047 2.335 0.868
H -0.419 1.535 1.463
H 1.868 0.175 1.965
H 2.995 0.960 0.850
H 3.058 -0.784 1.081

(7)
52
Properties=species:S:1:pos:R:3 method="wB97M-V/def2-TZVPD" charge=-1 e_above_lowest_kj_mol=183.1 lumo_ev=2.62 homo_energy_ev=-6.69 gap_ev=9.310 energy_ha=-1446.41636
O -1.966 -0.221 -2.304
C -1.970 0.178 -1.121
N -3.179 0.184 -0.531
C -0.722 0.466 -0.336
N -0.449 -0.753 0.376
C 0.203 -0.663 1.668
O 0.663 -1.726 2.058
O 0.427 0.483 2.141
H -3.220 0.129 0.470
H -4.006 0.106 -1.045
H -0.774 1.360 0.294
H -0.016 0.869 -1.053
H -0.317 -1.627 -0.068
H -3.427 -1.194 2.882
H -2.345 -1.132 1.774
O -3.240 -1.361 1.981
H 1.668 1.450 1.312
H 3.027 1.683 0.322
O 2.559 1.792 1.156
H 0.628 -4.294 0.859
H -0.214 -3.451 1.736
O -0.296 -4.238 1.163
H 1.350 -0.150 -2.526
H 2.860 -0.126 -2.975
O 2.316 0.230 -2.275
H 2.544 -3.759 -0.742
H 2.566 -3.573 -2.210
O 2.452 -4.272 -1.557
H -2.298 3.861 1.365
H -2.697 2.418 1.086
O -2.451 3.266 0.644
H 2.800 -1.455 0.491
H 2.640 -0.877 -1.012
O 2.740 -1.695 -0.448
H -0.388 3.816 3.355
H -1.563 2.787 3.326
O -1.355 3.761 3.246
H -1.592 0.686 3.680
H -1.094 1.095 2.427
O -1.936 1.261 2.994
H 1.245 2.534 -3.443
H 2.265 2.275 -2.269
O 1.933 2.933 -2.890
H -0.539 -0.666 -3.014
H 0.302 -1.878 -3.281
O 0.368 -0.881 -3.386
H 0.822 -4.004 -2.301
H -0.595 -3.749 -2.723
O 0.308 -3.487 -2.926
H 1.790 3.345 1.533
H 1.207 4.595 0.985
O 0.965 3.670 1.106

(8)
21
Properties=species:S:1:pos:R:3 method="wB97M-V/def2-TZVPD" e_above_lowest_kj_mol=172.6 lumo_ev=0.20 homo_energy_ev=-10.50 gap_ev=10.708 smiles=O.O.O.O.O.O.O energy_ha=-535.05812
O 1.094 0.803 2.583
H 2.005 1.037 2.363
H 1.120 0.575 3.519
O 0.253 2.722 0.152
H -0.451 3.090 -0.394
H 0.031 1.767 0.215
O -0.388 -0.007 -0.247
H -0.211 -0.661 -0.939
H -0.022 -0.398 0.559
O -0.996 -2.727 1.063
H -0.559 -3.008 1.874
H -1.939 -2.820 1.242
O 1.950 -1.973 1.622
H 1.922 -1.994 2.584
H 1.891 -1.037 1.405
O -1.613 2.718 -2.628
H -0.978 2.124 -2.205
H -1.070 3.370 -3.086
O -0.997 -1.109 -3.012
H -0.712 -1.975 -3.326
H -0.329 -0.497 -3.346

(9)
14
Properties=species:S:1:pos:R:3 method="wB97M-V/def2-TZVPD" e_above_lowest_kj_mol=490.8 lumo_ev=0.70 homo_energy_ev=-9.63 gap_ev=10.329 energy_ha=-721.77572
C 1.081 0.317 -0.832
C -0.185 -0.319 -1.398
C 0.924 0.391 0.708
N -1.075 -0.935 2.242
O -1.901 1.099 0.499
O -0.770 -1.173 -0.398
S -0.799 -0.226 0.903
H 2.021 -0.224 -1.187
H 1.352 1.386 -1.235
H -0.953 0.438 -1.721
H -0.167 -0.899 -2.408
H 1.639 -0.136 1.211
H 0.835 1.306 1.119
H -2.003 -1.025 2.497

(10)
20
Properties=species:S:1:pos:R:3 method="wB97M-V/def2-TZVPD" e_above_lowest_kj_mol=122.8 lumo_ev=0.39 homo_energy_ev=-8.77 gap_ev=9.151 smiles="CN(C)C(=S)[C@H](C#N)C(N)=O" energy_ha=-871.66019
C -1.240 0.957 0.611
N -0.759 -0.277 0.005
C -1.827 -1.036 -0.514
C 0.477 -0.509 -0.417
S 1.070 -1.725 -1.265
C 1.559 0.613 0.303
C 1.799 1.413 -0.934
N 2.030 2.090 -1.833
C 2.909 -0.036 0.787
N 3.787 -0.369 -0.229
O 3.114 -0.281 1.914
H -2.243 0.816 0.822
H -0.558 1.133 1.449
H -1.330 1.766 0.014
H -1.292 -1.932 -1.155
H -2.401 -1.410 0.335
H -2.560 -0.441 -1.180
H 1.168 1.177 1.005
H 3.649 -0.046 -1.174
H 4.553 -1.009 -0.056

(11)
29
Properties=species:S:1:pos:R:3 method="wB97M-V/def2-TZVPD" charge=-1 lumo_ev=3.08 homo_energy_ev=-3.47 gap_ev=6.553 energy_ha=-1278.18978
C -0.355 0.204 2.077
C -1.620 0.550 1.301
S -2.696 -0.917 0.982
C 0.836 1.030 1.622
N 1.717 0.315 0.700
C 2.503 1.211 -0.128
C 1.830 1.836 -1.358
S 0.028 2.147 -1.312
H -0.472 0.335 3.155
H -0.095 -0.847 2.006
H -2.297 1.202 1.857
H -1.377 1.056 0.372
H -2.196 -1.211 -0.226
H 1.415 1.353 2.493
H 0.483 1.948 1.173
H 1.179 -0.232 0.042
H 3.376 0.662 -0.470
H 3.018 1.945 0.516
H 2.052 1.185 -2.221
H 2.282 2.802 -1.556
H -0.028 -2.766 -1.866
H 0.564 -3.381 -0.588
O 0.090 -3.611 -1.407
H -2.436 0.170 -2.774
H -1.207 1.052 -2.973
O -1.701 0.300 -3.378
H 1.705 -1.972 1.599
H 2.487 -3.209 1.133
O 1.680 -2.939 1.581

(12)
56
Properties=species:S:1:pos:R:3 method="wB97M-V/def2-TZVPD" e_above_lowest_kj_mol=0.0 lumo_ev="-1.07 / -0.64" homo_energy_ev="-6.60 / -6.66" gap_ev="5.530 / 6.015" energy_ha=-2935.29116
O -0.018 -0.193 -0.150
C 1.045 -0.467 -1.115
C 0.402 0.421 -2.164
H 1.065 -1.535 -1.367
H 2.015 -0.112 -0.743
C -0.683 0.672 -1.113
H 0.081 -0.143 -3.041
H 0.995 1.302 -2.428
C -2.039 0.125 -1.497
H -1.964 -0.920 -1.816
H -2.440 0.718 -2.328
H -2.742 0.204 -0.661
C -0.772 2.088 -0.609
H 0.222 2.531 -0.513
H -1.286 2.128 0.360
H -1.351 2.683 -1.327
Ga 0.494 -1.229 2.034
C 0.965 1.802 3.726
C 1.804 0.669 3.657
C 2.342 0.593 2.324
H 2.071 0.005 4.477
C 1.816 1.709 1.595
C 0.963 2.439 2.457
H 0.423 3.350 2.211
H 0.447 2.162 4.614
H 3.115 -0.098 1.984
H 2.089 1.977 0.577
C -1.594 -0.639 4.059
C -1.985 0.661 3.452
C -2.439 0.468 2.163
H -2.003 1.586 4.030
C -2.191 -0.873 1.768
C -1.450 -1.541 2.796
H -1.480 -2.620 2.975
H -2.409 -1.033 4.704
H -2.958 1.213 1.553
H -2.513 -1.336 0.841
O 0.664 -1.216 -4.577
C 0.104 -0.357 -5.604
C 0.463 -0.895 -6.999
H 0.496 0.665 -5.457
H -0.987 -0.311 -5.445
C 1.483 -2.029 -6.726
H 0.882 -0.107 -7.628
H -0.441 -1.300 -7.463
C 1.370 -2.299 -5.212
H 2.495 -1.680 -6.958
H 1.262 -2.925 -7.313
H 2.354 -2.399 -4.733
H 0.811 -3.232 -5.037
B 0.298 0.013 7.442
C -0.071 -0.357 6.037
N -0.353 -0.607 4.907
H -0.566 0.785 7.827
H 1.404 0.523 7.386
H 0.295 -1.037 8.073

(13)
15
Properties=species:S:1:pos:R:3 method="wB97M-V/def2-TZVPD" charge=+1 e_above_lowest_kj_mol=403.2 lumo_ev="-6.45 / -4.81" homo_energy_ev="-11.89 / -13.18" gap_ev="5.439 / 8.368" energy_ha=-924.11851
C 0.748 0.509 1.042
C 0.206 -1.609 2.196
C -0.866 0.716 -3.383
N 0.370 1.483 0.279
N -0.049 -0.466 1.374
S -1.163 1.512 -0.539
I 0.757 -0.453 -3.188
H 1.666 0.694 1.599
H 0.042 -2.458 1.617
H -0.404 -1.691 3.014
H 1.284 -1.819 2.355
H -0.935 1.357 -4.238
H -1.668 0.503 -2.700
H 1.038 2.078 -0.245
H -1.027 -0.355 0.818

(14)
17
Properties=species:S:1:pos:R:3 method="wB97M-V/def2-TZVPD" e_above_lowest_kj_mol=407.5 lumo_ev=0.54 homo_energy_ev=-9.03 gap_ev=9.572 smiles="CC#[N+][O-].C=C(C)C#N" energy_ha=-418.02808
C -3.113 -1.589 -0.729
C -1.829 -1.565 -1.356
N -0.794 -1.575 -1.857
O 0.350 -1.414 -2.216
H -3.870 -1.333 -1.449
H -3.074 -0.891 0.068
H -3.250 -2.657 -0.368
C 1.681 1.442 0.738
C 0.367 1.558 0.583
C -0.208 2.840 -0.003
C -0.586 0.479 0.932
N -1.478 -0.240 1.122
H 2.380 2.209 0.603
H 2.195 0.546 1.110
H 0.677 3.606 -0.149
H -1.087 3.265 0.475
H -0.453 2.631 -1.070

(15)
67
Properties=species:S:1:pos:R:3 method="wB97M-V/def2-TZVPD" e_above_lowest_kj_mol=107.6 lumo_ev=0.23 homo_energy_ev=-8.58 gap_ev=8.809 smiles="O=S(=O)(CCN1CCOCC1)c1ccc(Oc2ccc(S(=O)(=O)CCN3CCOCC3)cc2)cc1" energy_ha=-2366.22133
O 0.341 2.311 2.771
S 1.682 2.460 2.270
O 2.762 2.494 3.220
C 1.776 3.949 1.214
C 2.348 5.162 1.963
N 1.486 5.844 2.888
C 1.182 5.131 4.119
C 0.561 6.130 5.096
O -0.607 6.715 4.565
C -0.331 7.359 3.346
C 0.264 6.386 2.325
C 1.989 1.124 1.110
C 3.287 0.704 0.883
C 3.524 -0.313 -0.022
C 2.454 -0.902 -0.693
O 2.748 -1.868 -1.619
C 1.873 -2.903 -1.794
C 1.669 -3.373 -3.089
C 0.778 -4.407 -3.305
C 0.117 -4.983 -2.235
S -1.149 -6.219 -2.575
O -0.682 -7.483 -2.069
O -1.482 -6.135 -3.973
C -2.629 -5.786 -1.587
C -3.577 -4.774 -2.235
N -3.227 -3.373 -2.204
C -2.354 -2.910 -3.268
C -2.318 -1.381 -3.243
O -1.877 -0.903 -1.991
C -2.750 -1.339 -0.974
C -2.793 -2.867 -0.916
C 0.381 -4.580 -0.940
C 1.251 -3.529 -0.715
C 1.149 -0.463 -0.471
C 0.925 0.555 0.438
H 2.436 3.672 0.396
H 0.772 4.123 0.838
H 3.226 4.821 2.518
H 2.671 5.899 1.218
H 2.105 4.727 4.536
H 0.479 4.303 3.952
H 0.259 5.632 6.019
H 1.296 6.916 5.325
H -1.280 7.764 2.991
H 0.382 8.182 3.511
H 0.498 6.918 1.400
H -0.482 5.601 2.116
H 4.089 1.166 1.435
H 4.523 -0.666 -0.220
H 2.192 -2.903 -3.907
H 0.557 -4.765 -4.299
H -3.132 -6.746 -1.490
H -2.281 -5.475 -0.608
H -4.545 -4.867 -1.726
H -3.711 -5.061 -3.280
H -2.753 -3.254 -4.223
H -1.328 -3.284 -3.162
H -1.612 -1.001 -3.984
H -3.322 -0.986 -3.454
H -2.369 -0.927 -0.038
H -3.762 -0.952 -1.162
H -3.506 -3.186 -0.153
H -1.784 -3.222 -0.643
H -0.083 -5.088 -0.108
H 1.449 -3.184 0.289
H 0.323 -0.893 -1.017
H -0.073 0.909 0.639

(16)
6
Properties=species:S:1:pos:R:3 method="wB97M-V/def2-TZVPD" e_above_lowest_kj_mol=31.0 lumo_ev=0.79 homo_energy_ev=-11.02 gap_ev=11.810 smiles=OOOO energy_ha=-301.86971
O 1.096 1.259 -0.183
O 0.171 0.698 0.618
O 0.277 -0.823 0.662
O -0.777 -1.110 -0.230
H 0.856 1.235 -1.161
H -1.623 -1.258 0.294

(17)
15
Properties=species:S:1:pos:R:3 method="wB97M-V/def2-TZVPD" e_above_lowest_kj_mol=616.2 lumo_ev=0.69 homo_energy_ev=-8.10 gap_ev=8.789 smiles="C=C=NC[N@@H+](C)[O-]" energy_ha=-341.76894
C -2.779 0.564 -0.276
C -1.850 -0.249 0.089
N -1.145 -1.189 0.439
C 0.307 -1.229 0.480
N 0.913 0.240 0.576
C 1.826 0.464 -0.538
O 0.076 1.155 0.682
H -3.260 0.548 -1.357
H -3.029 1.381 0.426
H 0.788 -1.573 -0.487
H 0.610 -1.792 1.281
H 1.526 0.188 1.416
H 2.903 0.017 -0.546
H 1.239 -0.003 -1.447
H 1.875 1.478 -0.738

(18)
35
Properties=species:S:1:pos:R:3 method="wB97M-V/def2-TZVPD" charge=+1 lumo_ev=-4.95 homo_energy_ev=-12.45 gap_ev=7.504 energy_ha=-1195.85531
C -4.177 0.390 -0.816
N -3.840 -0.741 0.094
N -4.765 -1.585 0.567
N -4.090 -2.424 1.372
C -2.711 -2.113 1.383
N -2.614 -0.973 0.538
C -1.328 -0.270 0.290
S -1.276 1.246 1.392
O -2.669 1.491 1.864
O -0.720 2.346 0.543
H -4.873 1.088 -0.246
H -4.699 0.035 -1.759
H -3.274 1.015 -1.096
H -1.851 -2.600 1.914
H -1.275 0.028 -0.805
H -0.501 -1.014 0.543
H -0.429 0.939 2.471
C 2.854 4.071 1.072
C 3.456 3.310 -0.093
O 2.911 1.995 -0.160
H 3.047 3.549 2.012
H 3.270 5.079 1.137
H 1.768 4.146 0.965
H 4.537 3.219 0.028
H 3.257 3.823 -1.039
H 1.957 2.081 -0.277
C 2.843 -3.446 -1.189
C 1.341 -3.317 -1.341
O 0.938 -1.958 -1.161
H 3.159 -3.101 -0.201
H 3.161 -4.482 -1.318
H 3.361 -2.825 -1.924
H 0.827 -3.922 -0.591
H 1.019 -3.651 -2.332
H 1.388 -1.430 -1.833

(19)
14
Properties=species:S:1:pos:R:3 method="wB97M-V/def2-TZVPD" charge=+1 e_above_lowest_kj_mol=719.4 lumo_ev=-5.35 homo_energy_ev=-15.04 gap_ev=9.688 energy_ha=-303.74495
C -1.949 1.860 0.424
C -0.718 1.747 -0.046
C 0.639 0.339 -0.195
C 1.595 -0.789 -0.450
C -1.430 -0.862 0.682
N -0.659 0.250 0.186
N 0.596 1.692 -0.459
H 2.478 -0.780 0.228
H 2.140 -0.594 -1.420
H 1.061 -1.732 -0.236
H -1.483 -0.740 1.753
H -2.361 -0.845 0.193
H -1.039 -1.803 0.389
H 1.129 2.256 -1.049

(20)
18
Properties=species:S:1:pos:R:3 method="wB97M-V/def2-TZVPD" e_above_lowest_kj_mol=509.7 lumo_ev=1.11 homo_energy_ev=-8.24 gap_ev=9.351 smiles="C1N=N1.CCNC" energy_ha=-323.11242
C 1.289 0.388 -2.089
N 1.362 1.140 -0.866
N 1.381 -0.153 -0.759
H 0.329 0.347 -2.596
H 2.168 0.361 -2.723
C 0.313 -0.332 2.015
C -0.389 -1.218 1.018
N -0.894 -0.430 -0.316
C -1.264 0.904 -0.350
H -0.256 0.573 2.221
H 0.429 -0.865 2.958
H 1.299 -0.061 1.655
H 0.238 -2.051 0.708
H -1.344 -1.576 1.416
H -1.072 -0.998 -1.132
H -1.741 1.245 0.569
H -1.753 1.227 -1.270
H -0.096 1.497 -0.457